# C22H15ClN6O

One molecule with the formula C22H15ClN6O in a non-equilibrium geometry (wB97M-V/def2-TZVPD, OMol25).

```
45
C22H15ClN6O, DFT wB97M-V/def2-TZVPD
C 1.008 3.151 -0.384
H -0.032 -3.491 -4.305
H 6.365 -0.838 -4.820
N 5.759 -1.142 -4.057
H -1.375 1.454 6.291
C 2.107 -2.006 -3.952
Cl -4.003 0.613 7.229
N 3.815 -1.195 -0.995
N 0.612 1.962 -0.868
C -0.107 2.888 1.533
C 0.620 -0.989 -2.172
H -1.434 3.188 2.943
N 0.684 3.656 0.785
C -1.596 -1.831 -1.811
C 3.388 -1.666 -3.505
C -1.993 1.102 5.467
C -3.462 0.210 3.232
C -0.167 1.195 -0.087
C 3.619 -1.437 -2.122
H -2.516 -1.840 -1.233
H -5.061 -0.019 4.668
C 4.526 -1.598 -4.417
H 2.036 -2.364 -4.960
C -1.436 -2.741 -2.853
H -0.374 4.505 2.542
N -0.571 3.522 2.588
H -0.372 1.276 4.162
O 4.372 -1.748 -5.608
C -1.407 0.996 4.192
C -0.237 -2.777 -3.520
C -2.127 0.635 3.012
C -0.585 -0.936 -1.460
H 1.656 3.760 -1.028
C -1.446 0.585 1.706
C -0.570 1.634 1.154
C -4.024 0.263 4.501
C -1.499 -0.436 0.802
H -2.201 -3.450 -3.111
C 0.826 -1.931 -3.189
C -3.346 0.707 5.629
N -0.742 -0.070 -0.357
H -2.002 -1.387 0.972
H 5.998 -0.972 -3.098
H -4.086 -0.165 2.399
H 1.379 -0.270 -1.896
```

Calculated values
- Kohn-Sham gap (Ha) = 0.26537